*w*
Molecular formula: C5H13N
Method: DFT, wB97M-V/def2-TZVPD

Output
HOMO energy	-9.39	eV
SMILES	CCNC(C)C
total charge	0

Atoms and positions in Å:
1 N 0.273 0.851 -0.498
2 C -0.945 0.528 0.418
3 C 0.707 -0.234 -1.488
4 C -1.257 -1.035 0.566
5 C 2.162 -0.669 -0.891
6 C -0.821 1.377 1.796
7 H -1.941 -1.474 -0.309
8 H 1.834 -0.970 0.258
9 H -0.382 -1.657 0.197
10 H -1.683 -1.315 1.458
11 H 0.001 0.971 2.344
12 H -1.724 1.407 2.355
13 H 0.202 -1.183 -1.478
14 H -0.471 2.389 1.282
15 H -1.790 0.955 -0.143
16 H 0.744 0.258 -2.477
17 H 2.559 -1.642 -1.134
18 H 2.827 0.211 -1.061
19 H -0.297 1.230 -1.196

Quick look at the Mulliken charges, all values in e: -0.4604, 0.3703, -0.6002, -1.1396, -0.8829, -1.2864, 0.2776, 0.1550, 0.2015, 0.4158, 0.3186, 0.3776, 0.2407, 0.2959, 0.3412, 0.4167, 0.3804, 0.2977, 0.2805



*x*
Molecular formula: C5H13N
Method: DFT, wB97M-V/def2-TZVPD

Output
HOMO energy	-9.21	eV
SMILES	CCC[C@H](C)N
total charge	0

Atoms and positions in Å:
1 N 0.209 0.182 1.619
2 C 0.145 1.325 -1.162
3 C -0.662 0.171 -0.636
4 C 1.703 1.108 -1.132
5 C -1.163 -1.829 0.978
6 C -0.229 -0.728 0.507
7 H 1.862 0.024 -1.081
8 H -1.678 0.480 -0.400
9 H -0.853 -0.501 -1.499
10 H 0.040 2.162 -0.447
11 H -0.586 0.692 1.973
12 H -1.708 -1.507 1.861
13 H 2.169 1.623 -0.309
14 H 0.656 -0.328 2.366
15 H -1.931 -2.030 0.225
16 H -0.747 -2.825 1.117
17 H -0.096 1.775 -2.119
18 H 0.720 -1.183 0.220
19 H 2.148 1.388 -2.082

Quick look at the Mulliken charges, all values in e: -0.5850, -0.4423, -0.9481, -0.9982, -1.4344, 0.5154, 0.2337, 0.3747, 0.3359, 0.1903, 0.2282, 0.3172, 0.2617, 0.2303, 0.3583, 0.3441, 0.4625, 0.2181, 0.3376



The winner here is *x*, beating the second structure by 2.332 eV.



*w*
Molecular formula: C5H13N
Method: DFT, wB97M-V/def2-TZVPD

Output
HOMO energy	-7.88	eV
SMILES	CCNC(C)C
total charge	0

Atoms and positions in Å:
1 N 0.083 -0.327 0.205
2 C -0.872 -0.233 -2.058
3 C 1.433 -0.423 0.702
4 C -1.646 1.316 -0.248
5 C -0.438 0.564 -0.817
6 C 1.483 -0.870 2.153
7 H 0.928 -0.151 2.754
8 H -1.303 2.108 0.409
9 H 1.982 -1.142 0.076
10 H -0.849 0.386 -2.954
11 H 0.390 1.240 -0.996
12 H -0.601 -0.941 0.616
13 H -1.943 -0.394 -1.958
14 H 2.523 -0.871 2.426
15 H -2.185 1.791 -1.075
16 H -0.298 -1.146 -2.154
17 H -2.278 0.608 0.285
18 H 1.932 0.542 0.622
19 H 0.909 -1.782 2.281

Quick look at the Mulliken charges, all values in e: -0.2363, -1.3107, -0.2920, -1.4016, 0.2849, -1.2824, 0.3127, 0.3420, 0.2321, 0.3231, 0.3276, 0.2179, 0.3203, 0.3773, 0.3815, 0.3915, 0.3680, 0.3071, 0.3370



*x*
Molecular formula: C5H13N
Method: DFT, wB97M-V/def2-TZVPD

Output
HOMO energy	-8.55	eV
SMILES	CCN(C)CC
total charge	0

Atoms and positions in Å:
1 N 0.388 0.095 -0.508
2 C -1.033 0.121 -0.849
3 C 0.616 0.574 0.865
4 C -1.807 -0.994 -0.139
5 C 1.144 0.882 -1.480
6 C 0.971 -0.576 1.797
7 H -1.907 -0.887 0.944
8 H 0.290 -1.398 1.574
9 H -2.817 -1.086 -0.544
10 H -1.123 -0.236 -1.872
11 H 0.704 0.888 -2.473
12 H -1.368 -1.969 -0.354
13 H 1.369 1.913 -1.179
14 H 0.841 -0.306 2.848
15 H 1.397 1.337 0.890
16 H 2.125 0.411 -1.642
17 H 1.968 -0.975 1.626
18 H -1.484 1.112 -0.733
19 H -0.277 1.094 1.230

Quick look at the Mulliken charges, all values in e: 0.0039, -0.3786, -0.5121, -1.3444, -1.0752, -1.1978, 0.2888, 0.2465, 0.4136, 0.4182, 0.3866, 0.3411, 0.3242, 0.3514, 0.4489, 0.3057, 0.3312, 0.3335, 0.3146



*y*
Molecular formula: C5H13N
Method: DFT, wB97M-V/def2-TZVPD

Output
HOMO energy	-8.08	eV
SMILES	CCCCNC
total charge	0

Atoms and positions in Å:
1 N -0.505 1.032 -0.947
2 C 2.146 -0.661 1.082
3 C 0.681 -0.482 1.453
4 C -1.866 1.376 -0.979
5 C -0.277 -1.043 0.358
6 C -0.227 -0.332 -0.980
7 H 0.113 1.672 -0.527
8 H -1.929 2.464 -1.078
9 H 0.607 -0.771 2.495
10 H -2.259 0.813 -1.810
11 H 0.685 -0.630 -1.607
12 H -1.377 -1.051 0.655
13 H 2.527 -1.578 0.676
14 H 2.412 0.083 0.349
15 H -1.015 -0.634 -1.616
16 H 0.146 -2.032 0.076
17 H -2.331 1.143 -0.036
18 H 0.398 0.585 1.610
19 H 2.815 -0.437 1.844

Quick look at the Mulliken charges, all values in e: -0.2258, -1.2805, -0.4660, -0.9106, -0.3962, -0.8050, 0.2355, 0.3443, 0.3496, 0.2601, 0.3211, 0.2785, 0.3350, 0.3030, 0.3447, 0.3087, 0.3061, 0.2682, 0.4294



The winner here is *w*, beating the second structure by 0.077 eV.



*w*
Molecular formula: C2H4S3
Method: DFT, wB97M-V/def2-TZVPD

Output
HOMO energy	-8.23	eV
SMILES	CC1(S)SS1
total charge	0

Atoms and positions in Å:
1 S 0.942 -1.697 -0.384
2 S -1.910 -0.639 -1.138
3 S -0.511 0.461 -2.097
4 C -0.187 -0.254 -0.533
5 C 0.073 0.740 0.584
6 H 1.032 -1.443 0.928
7 H 0.340 1.726 0.201
8 H 0.914 0.273 1.145
9 H -0.694 0.834 1.295

Quick look at the Mulliken charges, all values in e: -0.1838, -0.1425, -0.1576, 0.5033, -1.0633, 0.1159, 0.2941, 0.3104, 0.3235



*x*
Molecular formula: C2H4S3
Method: DFT, wB97M-V/def2-TZVPD

Output
HOMO energy (spin up / spin down)	-8.80 / -8.85	eV
SMILES	CS(=S)#CS
total charge	0

Atoms and positions in Å:
1 S 1.512 3.001 -0.232
2 S 3.373 -1.543 0.275
3 S 1.388 0.116 0.042
4 C 0.592 1.531 -0.423
5 C 0.033 -1.074 -0.481
6 H 0.610 -2.017 -0.678
7 H -0.646 -1.062 0.297
8 H 0.377 3.688 -0.541
9 H -0.395 -0.587 -1.203

Quick look at the Mulliken charges, all values in e: -0.0940, -0.2304, 0.1594, -0.2327, -0.8189, 0.3659, 0.3145, 0.1921, 0.3441



The winner here is *w*, beating the second structure by 4.261 eV.



*w*
Molecular formula: C5H5NO2S
Method: DFT, wB97M-V/def2-TZVPD

Output
HOMO energy	-9.27	eV
total charge	0

Atoms and positions in Å:
1 S -0.636 1.095 0.783
2 O 0.351 -0.041 -2.897
3 O 0.680 1.709 1.061
4 N 1.717 1.190 -1.595
5 C -1.085 -0.146 2.002
6 C -0.183 -0.190 -0.298
7 C -1.103 -1.404 1.493
8 C 0.728 0.407 -1.886
9 C -0.577 -1.397 0.142
10 H -0.424 -2.342 -0.458
11 H -1.883 -0.003 2.852
12 H 1.868 1.680 -0.769
13 H -1.540 -2.311 1.944
14 H 2.087 1.753 -2.373

Quick look at the Mulliken charges, all values in e: 0.3782, -0.4758, -0.6499, -0.3329, -0.4262, 0.0345, -0.2730, 0.4656, -0.2205, 0.3271, 0.2681, 0.2713, 0.3616, 0.2719



*x*
Molecular formula: C5H5NO2S
Method: DFT, wB97M-V/def2-TZVPD

Output
HOMO energy (spin up / spin down)	-7.75 / -7.75	eV
total charge	0

Atoms and positions in Å:
1 S -3.135 0.801 -0.218
2 O -0.445 -2.604 -0.465
3 O -3.098 -0.211 0.879
4 N -0.524 0.685 0.333
5 C 1.810 0.084 0.048
6 C 0.777 0.937 0.139
7 C -1.470 1.266 -0.426
8 C 0.461 -1.902 -0.261
9 C 1.602 -1.390 0.083
10 H 0.833 2.012 -0.131
11 H 2.557 -1.862 0.319
12 H 2.812 0.345 0.135
13 H -0.833 -0.133 0.746
14 H -1.348 1.971 -1.182

Quick look at the Mulliken charges, all values in e: 0.2763, -0.3561, -0.5821, -0.2500, -0.4218, -0.0706, -0.2089, 0.7137, -0.7299, 0.3332, 0.2982, 0.3864, 0.2274, 0.3842



The winner here is *w*, beating the second structure by 0.059 eV.



*w*
Molecular formula: C2H3O5S
Method: DFT, wB97M-V/def2-TZVPD

Output
HOMO energy	-4.89	eV
SMILES	O=C(O)CS(=O)(=O)[O-]
total charge	-1

Atoms and positions in Å:
1 S 0.159 1.357 0.553
2 O -1.071 -1.673 -1.436
3 O 1.152 2.418 0.332
4 O 0.345 0.665 1.927
5 O -0.798 -1.710 0.753
6 O -1.250 1.801 0.450
7 C 0.381 0.069 -0.738
8 C -0.528 -1.169 -0.484
9 H -0.004 -2.089 1.163
10 H 1.476 -0.174 -0.779
11 H 0.137 0.504 -1.742

Quick look at the Mulliken charges, all values in e: 1.1473, -0.5377, -0.6686, -0.7016, -0.4237, -0.6823, -0.5323, 0.5033, 0.3170, 0.3039, 0.2747



*x*
Molecular formula: C2H3O5S
Method: DFT, wB97M-V/def2-TZVPD

Output
HOMO energy	-4.51	eV
total charge	-1

Atoms and positions in Å:
1 S -1.244 -0.525 0.068
2 O 0.978 1.016 1.037
3 O -0.127 1.646 1.463
4 O -1.473 -1.572 -0.897
5 O -1.160 -0.893 1.433
6 O -2.005 0.674 -0.266
7 C 1.533 -0.473 -1.005
8 C 0.506 -0.141 -0.318
9 H 1.373 -0.757 -2.008
10 H -0.797 0.947 1.394
11 H 2.417 0.078 -0.902

Quick look at the Mulliken charges, all values in e: 1.1040, -0.3925, -0.3551, -0.6800, -0.6234, -0.6229, -0.6537, 0.2404, 0.2833, 0.3655, 0.3343



The winner here is *w*, beating the second structure by 5.562 eV.



*w*
Molecular formula: C3H9O
Method: DFT, wB97M-V/def2-TZVPD

Output
HOMO energy	-2.17	eV
total charge	-1

Atoms and positions in Å:
1 O -0.336 0.537 0.014
2 C -0.854 -1.071 2.486
3 C 0.882 1.219 -1.930
4 C 0.091 0.181 -1.155
5 H -0.724 -0.122 -1.867
6 H 0.353 2.164 -1.800
7 H 0.989 1.081 -3.028
8 H -0.137 -1.565 3.217
9 H -1.348 -0.331 2.970
10 H 1.937 1.074 -1.477
11 H 0.760 -0.763 -1.277
12 H -0.057 -0.659 1.844
13 H -1.555 -1.745 2.004

Quick look at the Mulliken charges, all values in e: -0.7392, -0.8940, -0.9376, -0.3627, 0.1562, 0.2619, 0.2875, 0.2500, 0.2316, 0.1916, 0.1593, 0.2108, 0.1849



*x*
Molecular formula: C3H9O
Method: DFT, wB97M-V/def2-TZVPD

Output
HOMO energy	-2.01	eV
total charge	-1

Atoms and positions in Å:
1 O 0.987 -0.876 -0.022
2 C 1.933 -1.574 -0.702
3 C -1.061 0.954 1.188
4 C -1.383 1.027 -0.299
5 H 1.865 -2.684 -0.560
6 H -1.460 1.820 1.731
7 H -1.113 1.998 -0.730
8 H -1.460 0.033 1.617
9 H 2.986 -1.311 -0.421
10 H 0.019 0.913 1.317
11 H -2.442 0.835 -0.499
12 H -0.760 0.284 -0.805
13 H 1.889 -1.418 -1.814

Quick look at the Mulliken charges, all values in e: -0.7312, -0.7200, -0.7788, -0.6898, 0.1665, 0.3185, 0.2330, 0.2316, 0.1604, 0.2121, 0.2557, 0.1689, 0.1731



*y*
Molecular formula: C3H9O
Method: DFT, wB97M-V/def2-TZVPD

Output
HOMO energy	-2.58	eV
total charge	-1

Atoms and positions in Å:
1 O 1.878 -1.731 -0.657
2 C -1.817 1.292 0.339
3 C 0.431 0.107 0.609
4 C -0.686 0.512 -0.381
5 H -2.705 1.560 -0.242
6 H -1.399 2.210 0.684
7 H 1.120 -0.751 0.097
8 H -0.244 1.013 -1.231
9 H 1.218 0.804 0.908
10 H 2.398 -2.542 -0.595
11 H -1.973 0.831 1.306
12 H -1.039 -0.494 -0.674
13 H 0.046 -0.424 1.515

Quick look at the Mulliken charges, all values in e: -1.0620, -1.1500, -1.0349, -0.1425, 0.3222, 0.3165, 0.2915, 0.2741, 0.3048, 0.1370, 0.3152, 0.1867, 0.2416



The winner here is *x*, beating the second structure by 0.357 eV.



*w*
Molecular formula: C7H15N2
Method: DFT, wB97M-V/def2-TZVPD

Output
HOMO energy (spin up / spin down)	-13.42 / -13.42	eV
SMILES	C=[N+]1C[C@@H](CC)N1CC
total charge	+1

Atoms and positions in Å:
1 N -0.435 -0.076 0.432
2 N -1.429 0.823 0.079
3 C -2.704 0.990 0.280
4 C 0.553 0.737 -0.430
5 C 2.832 -0.022 0.041
6 C -0.499 1.794 -0.444
7 C -0.757 -2.254 -0.538
8 C -0.728 -1.467 0.750
9 C 1.775 0.986 0.403
10 H 3.891 0.274 -0.190
11 H 1.380 1.095 1.360
12 H -0.935 2.223 -1.277
13 H 0.049 -1.990 1.383
14 H 2.778 -0.678 0.845
15 H -1.631 -1.335 1.180
16 H -3.236 1.787 -0.318
17 H 2.001 1.940 0.054
18 H 2.544 -0.586 -0.819
19 H -1.519 -1.832 -1.338
20 H 0.160 -2.276 -1.126
21 H 0.600 0.125 -1.268
22 H -0.817 -3.363 -0.298
23 H -0.481 2.635 0.273
24 H -3.392 0.470 0.969

Quick look at the Mulliken charges, all values in e: -0.0530, 0.0622, -0.0603, 0.1434, -1.2361, -1.0447, -1.0281, -0.3776, -0.7371, 0.3520, 0.5788, 0.3898, 0.2689, 0.3158, 0.3571, 0.2338, 0.3909, 0.3331, 0.2672, 0.2910, 0.5416, 0.3764, 0.3544, 0.2807



*x*
Molecular formula: C7H15N2
Method: DFT, wB97M-V/def2-TZVPD

Output
HOMO energy	-13.40	eV
total charge	+1

Atoms and positions in Å:
1 N 3.429 0.168 -0.117
2 N -0.370 -0.458 -0.282
3 C -1.678 -2.621 -0.619
4 C -2.385 2.710 0.562
5 C -1.927 1.464 -0.098
6 C 2.289 -0.002 -0.202
7 C 4.779 0.284 -0.052
8 C -0.944 0.696 0.278
9 C -0.961 -1.782 0.531
10 H -1.681 -1.173 1.128
11 H 5.032 1.109 -0.845
12 H -2.483 -3.291 -0.256
13 H -2.339 1.322 -1.036
14 H -0.015 -2.125 1.056
15 H -0.459 0.972 1.249
16 H 5.038 0.578 1.039
17 H -3.484 2.593 0.604
18 H -0.764 -0.614 -1.176
19 H -2.100 -1.847 -1.192
20 H 0.773 -0.335 -0.396
21 H -2.060 3.549 -0.124
22 H -1.045 -3.248 -1.231
23 H -1.873 2.770 1.556
24 H 5.230 -0.722 -0.378

Quick look at the Mulliken charges, all values in e: 0.1157, -0.1096, -1.1195, -1.1143, -0.1222, 0.1862, -0.6377, -0.4272, -0.0958, 0.2734, 0.2832, 0.3343, 0.3958, 0.3330, 0.2518, 0.2805, 0.3206, 0.2925, 0.4116, -0.0548, 0.2898, 0.3091, 0.3139, 0.2898



The winner here is *x*, beating the second structure by 1.252 eV.



*w*
Molecular formula: C12H20O
Method: DFT, wB97M-V/def2-TZVPD

Output
HOMO energy	-8.24	eV
SMILES	CCc1ccc(O)cc1.CC(C)C
total charge	0

Atoms and positions in Å:
1 O -3.405 0.425 0.774
2 C 0.312 1.438 1.921
3 C 0.340 -1.896 -2.190
4 C -2.130 0.784 1.202
5 C 1.730 -1.946 -2.958
6 C -0.842 -1.849 -3.132
7 C -0.045 -3.118 -1.212
8 C 0.029 1.472 0.545
9 C -1.236 1.025 0.154
10 C -1.927 0.897 2.630
11 C -0.626 1.295 2.946
12 C 1.971 3.217 1.984
13 C 1.688 1.889 2.486
14 H -1.755 0.596 -0.720
15 H 2.442 1.074 2.265
16 H -1.046 -2.522 -3.894
17 H -0.458 1.440 4.024
18 H 1.820 -2.975 -3.456
19 H -0.909 -0.812 -3.585
20 H 1.597 4.033 2.635
21 H 1.701 -1.223 -3.759
22 H -3.915 -0.114 1.438
23 H 2.980 3.377 1.631
24 H -1.798 -1.846 -2.634
25 H 1.580 2.013 3.569
26 H 0.657 -3.309 -0.438
27 H -1.056 -2.817 -0.965
28 H 1.585 3.516 0.966
29 H 0.841 1.940 -0.002
30 H 2.476 -1.738 -2.213
31 H 0.247 -0.974 -1.630
32 H -2.624 0.783 3.367
33 H -0.223 -4.077 -1.750

Quick look at the Mulliken charges, all values in e: -0.5543, 0.6925, 1.2606, 0.8264, -1.3497, -1.6699, -1.3070, -0.5067, -0.6271, -0.9191, -0.5235, -1.1242, -0.4875, 0.3320, 0.3330, 0.4433, 0.2023, 0.2709, 0.3316, 0.3087, 0.3622, 0.3130, 0.3595, 0.4307, 0.2497, 0.3935, 0.3331, 0.2870, 0.3905, 0.3973, -0.2189, 0.4600, 0.3101



*x*
Molecular formula: C12H20O
Method: DFT, wB97M-V/def2-TZVPD

Output
HOMO energy	-8.11	eV
SMILES	CCc1ccc(O)cc1.CC(C)C
total charge	0

Atoms and positions in Å:
1 O -1.547 -0.970 4.860
2 C -0.793 -0.106 -4.558
3 C 0.062 0.887 -3.654
4 C 1.469 0.250 -3.750
5 C -1.034 -0.664 3.658
6 C -1.026 0.476 1.543
7 C 1.769 -0.897 -0.500
8 C 0.238 -0.104 1.265
9 C -1.676 0.185 2.765
10 C 1.039 0.309 0.028
11 C -0.118 2.309 -4.139
12 C 0.279 -1.160 3.414
13 C 0.878 -0.980 2.174
14 H -0.351 0.034 -5.589
15 H 1.978 0.625 -4.620
16 H 1.294 -0.867 -3.472
17 H 1.899 -1.326 2.120
18 H 2.160 0.625 -2.937
19 H -1.420 1.262 0.821
20 H 0.195 2.935 -3.294
21 H 1.829 -1.867 0.127
22 H -2.567 -0.906 4.983
23 H 2.870 -0.593 -0.707
24 H 1.353 -1.271 -1.467
25 H -1.847 0.167 -4.563
26 H 0.358 2.626 -4.957
27 H 0.410 0.858 -0.836
28 H 0.830 -1.693 4.158
29 H -2.619 0.751 2.949
30 H -0.470 0.773 -2.629
31 H -1.198 2.547 -4.417
32 H -0.637 -1.173 -4.366
33 H 1.786 1.220 0.338

Quick look at the Mulliken charges, all values in e: -0.5665, -1.4182, 1.1466, -1.1998, 0.6327, -0.4417, -0.8170, 0.2906, -0.4641, 0.4626, -1.5678, -0.5858, -0.6891, 0.3190, 0.4500, 0.2655, 0.3585, 0.2414, 0.2492, 0.3454, 0.3662, 0.3382, 0.2013, 0.0136, 0.3826, 0.4526, -0.3127, 0.4208, 0.2631, -0.0352, 0.3224, 0.3615, 0.2141



The winner here is *x*, beating the second structure by 0.211 eV.